[1]
The following is a DFT calculation (ωB97M-V/def2-TZVPD) of C16H33N3O12P2Ti as an isolated structure.

Properties
Total charge: +1
Multiplicity: 2
HOMO-LUMO gap (alpha / beta) in eV: 9.0 / 10.7
<S²>: 0.7519

Each line ends with the Löwdin charge.
Element x y z (Å)
Ti: 0.2183 -0.5638 0.5512  1.197
C: -2.7059 1.2926 1.3181  -0.064
O: -1.2883 1.3700 1.4719  -0.249
C: -0.8825 1.6797 2.7983  -0.152
C: -0.3920 0.4189 3.4698  -0.115
O: 0.6488 -0.0687 2.6095  -0.255
C: 1.7344 -0.7868 3.2142  -0.118
C: 2.8732 -0.6360 2.2420  -0.144
O: 2.3739 -1.0642 0.9775  -0.289
C: 3.3465 -0.9583 -0.0687  -0.036
H: -3.1362 0.5207 1.9588  0.096
H: -2.9022 1.0299 0.2828  0.089
H: -3.1521 2.2626 1.5497  0.103
H: -1.7019 2.1284 3.3652  0.141
H: -0.0667 2.4017 2.7284  0.141
H: -1.1680 -0.3462 3.5533  0.136
H: 0.0247 0.6252 4.4573  0.143
H: 1.4381 -1.8294 3.3511  0.136
H: 1.9829 -0.3322 4.1746  0.145
H: 3.7226 -1.2599 2.5330  0.149
H: 3.1913 0.4093 2.1707  0.147
H: 4.2169 -1.5647 0.1852  0.108
H: 3.6348 0.0870 -0.2000  0.100
H: 2.8769 -1.3389 -0.9711  0.093
N: -2.1279 -3.1927 -1.3918  0.187
C: -1.3904 -3.7340 -0.1798  -0.496
C: -1.8095 -5.1762 0.0601  -0.063
P: -1.7009 -2.6096 1.2374  0.326
O: -3.1819 -2.9482 1.7153  -0.090
O: -0.6390 -2.7603 2.2600  -0.248
O: -1.7400 -1.2375 0.5775  -0.353
P: 0.3695 -3.5932 -0.7416  0.342
O: 1.2690 -4.2284 0.4068  -0.092
O: 0.4486 -4.2981 -2.0299  -0.249
O: 0.5666 -2.0792 -0.7102  -0.358
H: -3.1363 -3.3177 -1.2960  0.170
H: -1.8013 -3.7088 -2.2175  0.156
H: -1.9427 -2.1725 -1.5586  0.101
H: -2.8869 -5.2583 0.2172  0.086
H: -1.3108 -5.5448 0.9571  0.097
H: -1.5188 -5.8127 -0.7767  0.093
H: -3.2228 -3.4669 2.5274  0.102
H: 1.6445 -5.0718 0.1234  0.102
C: -0.2432 5.2840 -1.3136  -0.069
C: -0.2821 3.8584 -0.7835  -0.147
C: 0.4074 2.7939 -1.6892  -0.285
C: 1.8530 3.1780 -2.0411  -0.159
C: 2.5645 2.1073 -2.8550  -0.054
C: -0.4097 2.6435 -2.9698  -0.377
O: -0.3774 3.4540 -3.8589  0.134
N: -1.2037 1.5074 -3.0973  0.232
C: -1.2097 0.4120 -2.2614  -0.473
O: -1.9073 -0.5658 -2.4843  0.070
N: -0.3822 0.4865 -1.1815  0.101
C: 0.3983 1.5149 -0.9028  -0.409
O: 1.1152 1.3303 0.1277  -0.029
H: -0.8364 5.9265 -0.6635  0.083
H: -0.6460 5.3553 -2.3215  0.077
H: 0.7713 5.6800 -1.3242  0.080
H: -1.3171 3.5462 -0.6119  0.125
H: 0.2192 3.8027 0.1858  0.121
H: 2.3819 3.3747 -1.1063  0.130
H: 1.8195 4.1104 -2.6026  0.121
H: 2.5710 1.1417 -2.3427  0.066
H: 3.6020 2.3857 -3.0352  0.086
H: 2.0927 1.9684 -3.8292  0.088
H: -1.7579 1.4381 -3.9409  0.174



[2]
The following is a DFT calculation (ωB97M-V/def2-TZVPD) of C16H33O4PSn as an isolated structure.

Properties
Total charge: +4
HOMO-LUMO gap (alpha / beta) in eV: 5.3 / 5.4

Each line ends with the Löwdin charge.
Element x y z (Å)
Sn: -0.0181 0.6936 1.0358  1.218
C: -2.3078 -0.1334 0.8022  -0.033
O: -3.4283 -0.3555 0.9230  0.247
C: -0.5763 3.0889 1.5537  0.013
O: -0.7647 4.1602 1.9167  0.256
C: 2.5609 1.1062 1.4395  -0.021
O: 3.6364 1.0105 1.8117  0.210
C: -1.5070 1.2443 -2.3764  -0.516
P: -0.0735 0.4494 -1.5649  1.009
H: 0.4270 -1.3213 -3.0646  0.151
H: -2.3491 0.5687 -2.1577  0.109
C: 1.4111 1.1531 -2.3989  -0.498
H: 1.1448 1.0843 -3.4662  0.137
C: -1.3715 1.3397 -3.9023  -0.033
H: -1.1525 0.3765 -4.3773  0.100
H: -0.5903 2.0543 -4.1930  0.103
H: -2.3226 1.7116 -4.3123  0.136
C: -1.8274 2.6310 -1.8033  -0.074
H: -1.1319 3.3873 -2.1920  0.091
C: 0.7416 -2.2122 -1.1199  -0.120
H: -1.8046 2.6671 -0.7070  0.029
H: -2.8383 2.9159 -2.1317  0.127
C: -1.4960 -1.8948 -2.2582  -0.059
H: 0.2763 -2.2433 -0.1213  0.036
H: 0.7486 -3.2465 -1.4904  0.098
H: 1.7828 -1.8860 -1.0199  0.074
C: -0.0686 -1.3363 -2.0792  -0.475
H: -1.4588 -2.9939 -2.3102  0.117
H: -1.9636 -1.5206 -3.1800  0.101
H: -2.1476 -1.6427 -1.4060  0.064
C: 2.6941 0.3393 -2.1766  -0.064
H: 2.9562 0.2525 -1.1111  0.062
H: 3.5212 0.8699 -2.6703  0.123
H: 2.6187 -0.6607 -2.6196  0.092
C: 1.6276 2.6303 -2.0544  -0.065
H: 1.7556 2.7919 -0.9750  0.067
H: 0.8137 3.2726 -2.4102  0.077
H: 2.5571 2.9621 -2.5378  0.122
H: -0.2613 -4.7139 -0.0375  0.052
H: -0.2582 -4.6355 0.7083  0.044
C: 1.6177 -2.2514 3.2281  0.013
C: 0.1183 -2.2029 3.4620  -0.152
O: -0.4127 -0.8790 3.3488  -0.112
C: -0.2194 -0.0688 4.5298  -0.166
C: -1.4533 0.7837 4.7178  0.003
H: 1.8875 -1.9050 2.2202  0.073
H: 1.9566 -3.2939 3.2810  0.137
H: 2.1590 -1.6333 3.9591  0.115
H: -0.4160 -2.7928 2.7091  0.138
H: -0.1237 -2.5943 4.4620  0.179
H: -0.0508 -0.7195 5.4038  0.172
H: 0.6841 0.5550 4.3835  0.169
H: -2.3234 0.1613 4.9582  0.125
H: -1.2806 1.4889 5.5307  0.130
H: -1.6994 1.3872 3.8399  0.064



[3]
The following is a DFT calculation (ωB97M-V/def2-TZVPD) of C16H34BEuNP2 as an isolated structure.

Properties
Relative energy (zero: lowest compared OMol25 entry of this formula, charge and spin) in kcal/mol: 0.00
Multiplicity: 8
HOMO-LUMO gap (alpha / beta) in eV: 4.3 / 4.2
<S²>: 15.7760

Each line ends with the Löwdin charge.
Element x y z (Å)
P: 1.1844 -2.0449 -1.9961  0.908
P: 0.9714 2.5899 -1.2202  0.908
C: 1.6203 -0.3893 -2.7079  -0.331
C: 1.9046 0.9281 -1.9089  -0.343
H: 0.9729 -0.1447 -3.5725  0.016
H: 2.5966 -0.6054 -3.2226  0.095
H: 2.3840 0.6886 -0.9359  0.044
H: 2.6280 1.4703 -2.5490  0.038
C: -0.6902 3.0910 -1.9153  -0.329
H: -1.5384 2.5613 -1.4476  -0.008
H: -0.7847 3.0460 -3.0178  0.011
H: -0.7228 4.1617 -1.6164  0.044
C: 1.9611 3.8443 -2.1365  -0.337
H: 1.4461 4.2326 -3.0247  0.037
H: 2.9569 3.4754 -2.4177  0.028
H: 2.0754 4.6696 -1.4199  0.030
C: -0.0913 -3.0837 -2.8016  -0.229
H: -0.3316 -3.9624 -2.1857  0.078
H: 0.3310 -3.5085 -3.7139  0.039
H: -1.0825 -2.6499 -3.0393  0.007
C: 2.5818 -3.2079 -2.1013  -0.178
H: 3.5516 -2.6663 -2.1400  0.071
H: 2.4724 -3.8141 -3.0080  0.058
H: 2.5461 -3.8878 -1.2381  0.062
Eu: -1.6686 -0.3216 -3.7114  1.435
C: -0.5905 1.3474 -5.2363  -0.361
C: -1.9602 1.4370 -5.3043  -0.403
C: -2.9103 0.6654 -6.1938  -0.258
C: -2.4736 -0.7131 -6.7660  -0.224
C: -1.7021 -1.6127 -5.8171  -0.349
C: -0.3626 -1.5066 -5.6070  -0.345
C: 0.6843 -0.6492 -6.2596  -0.229
C: 0.3256 0.8544 -6.3232  -0.219
C: 0.6129 -1.9777 -0.2928  -0.193
H: -0.0266 1.8167 -4.4214  0.049
H: -2.4554 2.2404 -4.7423  0.077
H: -3.1319 1.3251 -7.0566  0.105
H: -3.8545 0.5155 -5.6232  0.096
H: -3.3705 -1.2259 -7.1445  0.102
H: -1.9447 -0.5251 -7.7024  0.100
H: -2.2727 -2.4831 -5.4452  0.079
H: 0.1342 -2.3352 -5.0818  0.042
H: 0.9095 -1.0658 -7.2537  0.105
H: 1.5987 -0.7869 -5.6514  0.082
H: 1.2835 1.3862 -6.2100  0.096
H: -0.0597 1.0894 -7.3310  0.107
H: 0.9122 -1.0572 0.2110  0.047
H: 1.0252 -2.8279 0.2713  0.069
H: -0.4841 -2.0184 -0.2547  0.057
B: -1.0909 0.6518 1.5665  -0.478
C: -1.4515 0.5775 0.0715  -0.305
N: -1.7092 0.4425 -1.0742  -0.015
H: -1.9203 1.2161 2.2562  0.007
H: -0.0234 1.2423 1.7036  0.003
H: -0.9652 -0.4964 1.9533  0.002



DFT total energy values, unit eV, following the record order: -87866.5784, -40385.5024, -57206.4399.